Record 1
{
  "formula": "C58H35I4N9Ta",
  "method": "the ωB97M-V functional and the def2-TZVPD basis",
  "gap_ha": 0.172,
  "total_charge": 3,
  "largest_force_ev_per_a": 0.2,
  "relative_energy_kj_mol": 163.1,
  "symbols": ["Ta", "I", "C", "C", "C", "C", "C", "C", "C", "C", "C", "C", "C", "C", "C", "C", "C", "C", "I", "C", "C", "C", "N", "C", "C", "C", "C", "C", "C", "I", "C", "C", "C", "C", "C", "C", "N", "C", "C", "C", "C", "C", "N", "C", "C", "C", "C", "I", "C", "C", "C", "C", "N", "H", "H", "H", "H", "H", "H", "H", "H", "H", "H", "H", "H", "H", "H", "H", "H", "H", "H", "H", "H", "H", "H", "H", "H", "N", "C", "N", "C", "N", "N", "C", "C", "C", "C", "C", "C", "N", "C", "C", "C", "C", "C", "C", "H", "H", "H", "H", "H", "H", "H", "H", "H", "H", "H"],
  "coordinates": [[-0.11467, 1.10592, 0.04624], [6.09760, 8.23549, -3.03951], [4.84628, 6.70784, -2.41806], [3.92972, 6.15201, -3.30923], [3.08131, 5.14634, -2.89057], [3.15749, 4.65007, -1.58304], [4.08595, 5.21170, -0.69954], [4.91463, 6.23976, -1.10916], [2.27121, 3.56707, -1.14227], [2.79611, 2.46392, -0.52173], [4.18702, 2.19544, -0.38883], [4.31678, 1.10943, 0.41790], [3.01008, 0.69339, 0.77254], [2.80598, -0.39512, 1.71327], [3.95480, -0.91847, 2.48359], [4.30898, -2.26358, 2.40631], [5.36363, -2.76383, 3.15339], [6.07693, -1.92040, 3.99589], [7.65464, -2.66212, 5.11977], [5.73191, -0.57404, 4.08162], [4.68268, -0.07879, 3.32855], [1.57567, -0.92353, 1.86610], [0.58813, -0.38481, 1.06431], [-1.17846, -1.86373, 0.82089], [-2.06260, -1.96001, -0.18180], [-2.61153, -3.28920, -0.57146], [-2.35103, -3.83205, -1.82970], [-2.77298, -5.11358, -2.14190], [-3.47786, -5.86046, -1.19958], [-4.04017, -7.81374, -1.63488], [-3.80522, -5.29867, 0.02670], [-3.36843, -4.01872, 0.33860], [-2.48962, -0.79021, -0.93557], [-3.65073, -0.78680, -1.71986], [-3.74505, 0.45550, -2.29245], [-2.64039, 1.21331, -1.85200], [-1.82511, 0.40544, -1.02873], [-2.44812, 2.55722, -2.11176], [-1.26116, 3.27027, -1.77927], [-1.09149, 4.63717, -1.95563], [0.24905, 4.92214, -1.71494], [0.86494, 3.72536, -1.38461], [-0.05525, 2.68763, -1.35193], [-3.52858, 3.30319, -2.77622], [-3.29070, 4.00443, -3.96289], [-4.31666, 4.68450, -4.59075], [-5.58974, 4.70451, -4.02451], [-7.11798, 5.75009, -4.95171], [-5.83208, 4.02384, -2.83515], [-4.81326, 3.31514, -2.22470], [0.21492, -2.84422, 2.64160], [1.19305, -1.96256, 2.82374], [2.05801, 1.46968, 0.15891], [3.88376, 6.50757, -4.32927], [2.38198, 4.71313, -3.59467], [4.12534, 4.87169, 0.32776], [5.61024, 6.68311, -0.41015], [4.97129, 2.75866, -0.86601], [5.22536, 0.62837, 0.73778], [3.77015, -2.92355, 1.73578], [5.63602, -3.80757, 3.07775], [6.28182, 0.08525, 4.73905], [4.41960, 0.96945, 3.41007], [-1.80425, -3.25166, -2.56437], [-2.56772, -5.53039, -3.11944], [-4.39435, -5.85795, 0.74131], [-3.61577, -3.58564, 1.30104], [-4.32821, -1.61674, -1.83116], [-4.51036, 0.81137, -2.96173], [-1.86153, 5.33376, -2.24099], [0.73101, 5.88402, -1.76435], [-2.30805, 3.98381, -4.41741], [-4.13048, 5.19955, -5.52301], [-6.81548, 4.04935, -2.38643], [-5.00501, 2.79897, -1.29206], [-0.04970, -3.54897, 3.41770], [1.72990, -1.97553, 3.76494], [0.78557, -5.85687, -1.15563], [0.95267, -4.56294, -1.38970], [0.53203, -3.61744, -0.57610], [-0.08474, -3.98596, 0.53895], [-0.50626, -2.95213, 1.39340], [-0.79016, -0.58346, 1.32248], [-1.32614, -0.10034, 2.56658], [-1.36849, 1.24332, 2.69632], [-1.84819, 1.92022, 3.87650], [-1.92545, 3.25964, 3.91280], [-1.50964, 4.04361, 2.77821], [-1.02598, 3.43105, 1.69285], [-0.91455, 2.03046, 1.61197], [-0.30812, -5.34171, 0.88760], [-1.02062, -5.77451, 2.02804], [-1.23258, -7.10834, 2.23093], [-0.76217, -8.06097, 1.30224], [-0.08633, -7.67756, 0.17287], [0.13852, -6.31377, -0.03128], [1.13119, -6.52961, -1.83129], [1.47602, -4.29008, -2.29763], [-1.60840, -0.80220, 3.33290], [-2.15650, 1.31059, 4.71430], [-2.30075, 3.76072, 4.79439], [-1.57399, 5.12121, 2.79956], [-0.68279, 3.97687, 0.82426], [-1.42361, -5.04713, 2.71730], [-1.78175, -7.44457, 3.09961], [-0.95196, -9.11125, 1.47893], [0.25899, -8.40611, -0.54947]],
  "lowdin_charge": [1.962, 0.989, -0.727, -0.120, -0.020, -0.196, -0.023, -0.120, -0.025, -0.214, 0.053, 0.033, -0.165, -0.063, -0.217, -0.031, -0.131, -0.734, 0.966, -0.122, -0.025, -0.170, -0.099, -0.166, -0.052, -0.217, -0.041, -0.134, -0.738, 0.960, -0.131, -0.019, -0.184, 0.038, 0.059, -0.215, -0.027, -0.021, -0.232, 0.043, 0.040, -0.234, -0.062, -0.202, -0.024, -0.118, -0.727, 0.988, -0.120, -0.024, -0.020, 0.037, -0.009, 0.106, 0.129, 0.129, 0.106, 0.137, 0.133, 0.118, 0.101, 0.105, 0.129, 0.130, 0.103, 0.108, 0.133, 0.134, 0.138, 0.136, 0.138, 0.130, 0.107, 0.106, 0.129, 0.124, 0.145, 0.190, -0.064, 0.205, -0.178, 0.052, -0.168, -0.022, -0.237, -0.010, -0.027, -0.038, -0.114, -0.101, -0.058, 0.005, -0.007, 0.004, 0.024, -0.132, 0.190, 0.157, 0.130, 0.128, 0.126, 0.122, 0.096, 0.120, 0.131, 0.135, 0.137]
}

Record 2
{
  "formula": "C58H43ClFNO9",
  "method": "the ωB97M-V functional and the def2-TZVPD basis",
  "gap_ha": 0.317,
  "largest_force_ev_per_a": 0.9,
  "smiles": "CCOCc1cc(CCF)c(C[C@@H](C)Cl)c2c1C(=O)NC2=O.O=C1c2ccccc2C(=O)c2ccccc21.O=C1c2ccccc2C(=O)c2ccccc21.O=C1c2ccccc2C(=O)c2ccccc21",
  "symbols": ["C", "C", "O", "C", "C", "C", "C", "C", "C", "F", "C", "C", "C", "C", "Cl", "C", "C", "C", "O", "N", "C", "O", "H", "H", "H", "H", "H", "H", "H", "H", "H", "H", "H", "H", "H", "H", "H", "H", "H", "H", "H", "O", "C", "C", "C", "C", "C", "C", "C", "C", "O", "C", "C", "C", "C", "C", "C", "H", "H", "H", "H", "H", "H", "H", "H", "O", "C", "C", "C", "C", "C", "C", "C", "C", "O", "C", "C", "C", "C", "C", "C", "H", "H", "H", "H", "H", "H", "H", "H", "O", "C", "C", "C", "C", "C", "C", "C", "C", "O", "C", "C", "C", "C", "C", "C", "H", "H", "H", "H", "H", "H", "H", "H"],
  "coordinates": [[1.34258, 3.24015, -1.35838], [0.45350, 2.01926, -1.21515], [-0.89565, 2.34261, -1.52431], [-1.66460, 2.55942, -0.35195], [-3.01556, 3.08508, -0.73905], [-4.03984, 2.23070, -1.15056], [-5.31323, 2.67963, -1.50944], [-6.38464, 1.72916, -1.98061], [-6.06709, 0.26641, -1.79984], [-5.99146, -0.01819, -0.44417], [-5.61364, 4.05761, -1.44758], [-6.97022, 4.61655, -1.77962], [-8.07137, 4.45508, -0.69361], [-9.31192, 3.69395, -1.18384], [-7.46145, 3.69154, 0.82853], [-4.57867, 4.90551, -1.05879], [-3.31246, 4.44164, -0.70740], [-2.47848, 5.59754, -0.30514], [-1.35600, 5.63051, 0.10068], [-3.26837, 6.75060, -0.49719], [-4.56476, 6.38288, -0.92081], [-5.42185, 7.18980, -1.14634], [2.36665, 3.00561, -1.08454], [0.99570, 3.98434, -0.64518], [1.27482, 3.61515, -2.37348], [0.52257, 1.67176, -0.18163], [0.78808, 1.18997, -1.83349], [-1.17316, 3.30526, 0.26701], [-1.78435, 1.62311, 0.19723], [-3.84137, 1.17188, -1.19018], [-6.60599, 1.89016, -3.03717], [-7.31534, 1.92448, -1.45754], [-5.12710, 0.01178, -2.28366], [-6.85477, -0.35890, -2.20967], [-6.83798, 5.68526, -1.88285], [-7.33016, 4.22690, -2.72558], [-8.39575, 5.43521, -0.37780], [-9.12945, 3.18759, -2.12605], [-9.62786, 2.93711, -0.47435], [-10.14376, 4.38051, -1.30516], [-3.26131, 7.42275, 0.25815], [4.64520, 2.79741, -3.54438], [5.71256, 3.37026, -3.60723], [6.99464, 2.62649, -3.45149], [6.95973, 1.25204, -3.25388], [8.14162, 0.54074, -3.13913], [9.36429, 1.19885, -3.22254], [9.40467, 2.57025, -3.40642], [8.22178, 3.28981, -3.51702], [8.28563, 4.76816, -3.69782], [9.34980, 5.35033, -3.70391], [7.00426, 5.50841, -3.87400], [7.03886, 6.88198, -4.07725], [5.85969, 7.58178, -4.26759], [4.64010, 6.91276, -4.25621], [4.59917, 5.54560, -4.04386], [5.77897, 4.83894, -3.84860], [6.00579, 0.74687, -3.19434], [8.11279, -0.53020, -2.98781], [10.28673, 0.63918, -3.14216], [10.35109, 3.08928, -3.46674], [7.99046, 7.39487, -4.08768], [5.88853, 8.65142, -4.42767], [3.72044, 7.46106, -4.41148], [3.65444, 5.02004, -4.02909], [-4.41599, -3.12504, 3.46057], [-3.49299, -2.35679, 3.63428], [-2.22198, -2.81924, 4.26228], [-2.09642, -4.15266, 4.63135], [-0.91145, -4.60788, 5.18398], [0.15547, -3.73409, 5.36906], [0.03011, -2.40095, 5.01672], [-1.15866, -1.93747, 4.46695], [-1.27968, -0.49510, 4.10825], [-0.37366, 0.27999, 4.33205], [-2.54173, -0.03793, 3.46321], [-2.66539, 1.29372, 3.08941], [-3.82037, 1.72961, 2.46127], [-4.85691, 0.83924, 2.20315], [-4.74466, -0.48604, 2.58690], [-3.59049, -0.92959, 3.21978], [-2.92732, -4.82792, 4.47881], [-0.81311, -5.64852, 5.46477], [1.08528, -4.09589, 5.78844], [0.85257, -1.71455, 5.16237], [-1.85408, 1.98090, 3.28872], [-3.91554, 2.76724, 2.16618], [-5.75062, 1.18379, 1.70261], [-5.54858, -1.18205, 2.39238], [1.98247, -10.14961, -0.12563], [2.29969, -9.34060, 0.72059], [1.38748, -8.22348, 1.09561], [0.14633, -8.12618, 0.47932], [-0.72650, -7.11323, 0.83922], [-0.36410, -6.19279, 1.81735], [0.87755, -6.27719, 2.42368], [1.75859, -7.28822, 2.06414], [3.09477, -7.35134, 2.72006], [3.43485, -6.51093, 3.52685], [3.99844, -8.48069, 2.36130], [5.23559, -8.58125, 2.98483], [6.07699, -9.63825, 2.68339], [5.68611, -10.60029, 1.75786], [4.45874, -10.49913, 1.12580], [3.61198, -9.43852, 1.42123], [-0.13039, -8.84771, -0.27671], [-1.69428, -7.04093, 0.36081], [-1.05128, -5.40771, 2.10607], [1.16450, -5.55942, 3.17984], [5.53104, -7.83162, 3.70559], [7.03930, -9.71650, 3.17171], [6.34248, -11.42950, 1.52945], [4.15026, -11.24143, 0.40291]],
  "lowdin_charge": [-0.061, -0.268, -0.123, -0.168, -0.096, 0.058, -0.137, -0.115, -0.196, -0.043, -0.139, -0.135, -0.645, -0.124, 0.641, -0.027, -0.024, -0.376, 0.132, 0.182, -0.372, 0.121, 0.074, 0.068, 0.075, 0.113, 0.116, 0.115, 0.124, 0.120, 0.137, 0.093, 0.117, 0.121, 0.097, 0.115, 0.087, 0.065, 0.060, 0.077, 0.163, 0.101, -0.276, -0.082, -0.002, -0.057, -0.057, -0.003, -0.082, -0.277, 0.107, -0.083, -0.002, -0.056, -0.055, -0.001, -0.082, 0.120, 0.107, 0.107, 0.120, 0.120, 0.107, 0.108, 0.117, 0.105, -0.278, -0.083, -0.014, -0.070, -0.059, 0.003, -0.080, -0.278, 0.107, -0.083, -0.005, -0.056, -0.056, 0.006, -0.080, 0.122, 0.112, 0.112, 0.122, 0.123, 0.109, 0.083, 0.122, 0.107, -0.277, -0.083, -0.001, -0.051, -0.049, 0.000, -0.080, -0.276, 0.104, -0.083, -0.003, -0.057, -0.057, -0.002, -0.082, 0.120, 0.109, 0.100, 0.107, 0.120, 0.107, 0.107, 0.120]
}